[1]
The molecule C4H6O2. Source: the Open Molecules 2025 dataset; level of theory: the ωB97M-V functional and the def2-TZVPD basis.

XYZ file:
```
12
Properties=species:S:1:pos:R:3:forces:R:3:mulliken_charge:R:1
C 1.616 0.329 -0.587 0.1 0.0 0.0 -1.027
C 0.288 0.625 0.059 -0.1 0.4 -0.2 0.536
O -0.276 1.673 -0.182 0.4 -0.1 0.3 -0.545
C -0.479 -0.432 0.831 -0.1 0.0 0.0 -0.329
C -1.769 -0.569 0.000 -0.2 -0.2 0.1 -0.041
O -2.448 -1.549 -0.146 0.5 0.3 0.2 -0.460
H 1.426 0.233 -1.664 0.1 0.0 0.2 0.263
H 2.113 -0.574 -0.228 -0.1 0.1 0.0 0.312
H 2.263 1.200 -0.455 0.0 -0.1 0.0 0.327
H 0.071 -1.355 1.046 -0.3 0.1 -0.3 0.292
H -0.817 0.002 1.784 0.1 0.0 -0.2 0.290
H -1.987 0.418 -0.458 -0.4 -0.3 0.0 0.383
```
Forces are in eV/Å.

Results
SMILES   CC(=O)CC=O
ΔE to the lowest compared entry with this formula, charge and spin   0.980 eV
Kohn-Sham gap   0.38422 Ha
Net charge   0
Calculated total energy   -8339.481 eV

***

[2]
A structure of composition C38H28F2N4O2Sr at a distorted geometry. Source: the Open Molecules 2025 dataset; level of theory: the ωB97M-V functional and the def2-TZVPD basis.

XYZ file:
```
75
Properties=species:S:1:pos:R:3:forces:R:3:mulliken_charge:R:1
Sr 0.219 0.097 0.087 0.0 0.3 0.1 1.162
O 1.866 -0.751 -1.741 0.4 0.3 -0.4 -0.386
C 1.878 -1.145 -2.947 -1.2 -1.0 0.5 -0.114
C 2.786 -0.658 -3.924 -0.7 -0.7 0.0 -0.710
C 2.774 -1.108 -5.216 0.9 1.3 0.1 -0.603
C 1.826 -2.010 -5.646 0.6 -0.1 -1.7 -0.475
C 0.921 -2.508 -4.791 -0.9 -0.6 1.9 -0.850
C 0.927 -2.153 -3.423 0.3 0.4 -0.2 0.843
C 0.012 -2.808 -2.506 0.4 0.3 0.5 -0.118
N 0.027 -2.665 -1.226 -0.5 -0.4 -0.5 0.356
C -0.908 -3.495 -0.486 -0.5 -0.4 -0.8 -1.331
C -1.580 -2.803 0.684 0.2 0.1 -0.4 -0.151
N -1.953 -1.451 0.369 1.0 -0.2 -0.1 0.961
C -3.171 -1.190 0.406 -1.9 0.7 -0.2 -0.953
C -3.861 0.088 0.298 0.5 -0.5 -0.4 1.313
C -5.182 0.026 0.728 0.3 1.5 -0.5 -0.759
C -5.927 1.186 0.739 -0.9 -0.6 -0.2 -0.767
C -5.396 2.355 0.225 0.6 0.0 0.3 -0.440
C -4.099 2.472 -0.165 0.4 -1.5 -0.1 -0.767
C -3.229 1.298 -0.154 0.2 1.0 0.9 -0.345
O -1.985 1.388 -0.385 -0.2 -0.3 -0.4 -0.056
H 3.419 0.088 -3.554 1.2 1.0 0.2 0.507
H 3.482 -0.663 -5.927 -0.2 -0.3 0.2 0.305
H 1.798 -2.328 -6.670 0.1 -0.1 -0.4 0.373
H 0.232 -3.245 -5.181 -0.3 -0.1 0.2 0.295
H -0.687 -3.502 -3.015 0.0 0.0 0.3 0.077
H -0.410 -4.354 -0.056 0.6 -0.4 0.1 0.213
H -1.656 -3.934 -1.180 -0.1 0.2 0.2 0.461
H -0.846 -2.723 1.473 0.0 -0.2 0.4 -0.431
H -2.450 -3.397 1.009 0.2 0.0 0.1 0.419
H -3.937 -1.977 0.535 0.4 -0.4 0.3 -0.067
H -5.543 -0.922 1.050 -0.5 -0.5 0.3 0.326
H -6.957 1.224 1.029 -0.5 -0.3 0.3 0.321
H -5.986 3.236 0.225 -0.7 0.8 0.0 0.385
H -3.741 3.441 -0.413 0.6 0.5 -0.4 0.396
F 2.639 4.629 3.614 -0.3 0.1 -0.7 -0.373
C 2.421 4.191 2.313 1.4 0.6 -0.2 0.365
C 1.618 3.114 2.076 -0.3 -0.9 1.0 -0.632
C 1.477 2.579 0.802 -0.9 -0.3 -0.2 -0.117
C 2.062 3.283 -0.253 -1.0 -0.7 -1.9 0.329
C 2.999 4.250 0.019 -0.1 1.1 0.2 0.341
F 3.764 4.887 -0.942 -0.2 -0.2 -0.3 -0.378
C 3.189 4.770 1.281 -0.9 -0.8 0.8 -0.715
C 1.436 3.033 -1.649 1.3 0.6 0.0 -0.139
C 1.662 3.902 -2.770 0.3 -0.5 1.6 -0.871
C 1.060 3.542 -3.943 1.3 1.4 -0.7 -0.163
C 0.282 2.413 -4.080 -0.2 0.6 -1.5 -0.947
C 0.097 1.653 -2.984 -0.7 -0.9 2.1 -0.417
N 0.650 1.974 -1.795 0.1 -0.2 -0.2 0.649
H 1.099 2.616 2.911 0.4 0.3 -0.2 0.361
H 3.818 5.621 1.388 0.5 0.4 0.4 0.464
H 2.328 4.782 -2.668 -0.7 -0.8 -0.2 0.380
H 1.340 4.180 -4.788 -0.6 -0.3 -0.1 0.310
H -0.141 2.229 -5.061 -0.1 -0.4 0.2 0.405
H -0.569 0.762 -2.930 0.6 0.7 -0.4 0.339
C 3.526 -3.180 1.956 -0.2 -0.6 1.5 -1.107
C 3.300 -3.142 3.353 -0.1 0.5 -1.7 -0.350
C 2.150 -2.562 3.845 0.1 0.2 1.1 -0.899
C 1.199 -2.032 2.983 0.2 -0.5 -0.7 0.212
N 1.447 -2.111 1.649 -1.7 0.8 0.4 0.536
C 2.518 -2.678 1.154 0.8 -0.2 0.8 -0.333
C -0.042 -1.350 3.483 1.1 -1.4 0.7 1.032
C -0.664 -1.802 4.679 0.4 -0.8 -0.6 -0.763
C -1.650 -1.049 5.240 -0.2 1.4 -0.2 -0.561
C -1.988 0.179 4.618 -0.5 0.0 0.8 -0.687
C -1.394 0.547 3.409 -0.6 0.0 0.9 -0.350
C -0.379 -0.211 2.813 -0.2 1.0 -1.1 -0.340
H 4.402 -3.660 1.539 0.0 0.1 0.0 0.405
H 4.033 -3.491 4.031 0.7 -0.4 0.6 0.426
H 2.042 -2.397 4.929 -0.1 -0.3 -0.6 0.375
H 2.610 -2.742 0.096 -0.2 0.2 -0.9 0.395
H -0.489 -2.785 5.131 0.5 0.2 -0.2 0.360
H -2.069 -1.322 6.199 -0.3 -0.1 0.0 0.375
H -2.730 0.810 5.169 0.6 -0.3 -0.8 0.249
H -1.717 1.464 2.930 -0.1 0.2 0.0 0.443
```
Forces are in eV/Å.

Results
ΔE to the lowest compared entry with this formula, charge and spin   0.857 eV
Kohn-Sham gap   0.22964 Ha
Net charge   -2
Calculated total energy   -56187.278 eV

***

[3]
The molecule C6H4F3N3O at a distorted geometry. Source: the Open Molecules 2025 dataset; level of theory: the ωB97M-V functional and the def2-TZVPD basis.

XYZ file:
```
17
Properties=species:S:1:pos:R:3:forces:R:3:mulliken_charge:R:1
C -0.563 1.847 0.992 -0.4 1.4 -1.1 0.883
C 0.063 0.688 0.399 0.0 -0.9 1.5 0.577
C 0.430 2.857 1.801 -2.5 -0.6 -0.7 -0.041
C 1.350 0.431 0.763 1.4 1.2 -0.8 0.317
C -0.852 -0.114 -0.491 0.6 0.4 1.7 -1.660
C -0.036 4.182 2.335 0.6 -0.5 1.5 0.879
N -1.607 2.456 0.785 0.3 -0.6 0.5 -0.565
N 1.524 2.295 2.034 -0.4 2.9 0.6 0.192
N 2.079 1.336 1.540 1.9 -4.7 -1.0 -0.943
O 2.068 -0.540 0.136 0.4 -0.4 0.5 -0.497
F -0.887 4.895 1.633 0.1 -0.2 -0.7 -0.231
F -0.626 4.024 3.562 0.5 0.2 -0.5 -0.253
F 1.106 4.867 2.473 -0.3 0.7 0.4 -0.251
H -0.714 -1.158 -0.544 0.4 -1.3 0.6 0.420
H -0.632 0.200 -1.435 0.2 1.0 -3.0 0.368
H -1.864 0.108 -0.262 -0.9 0.2 0.2 0.440
H 3.034 -0.705 0.371 -2.0 1.1 0.3 0.364
```
Forces are in eV/Å.

Results
ΔE to the lowest compared entry with this formula, charge and spin   2.654 eV
Kohn-Sham gap (spin up / spin down)   0.24139 / 0.23938 Ha
Net charge   0
Calculated total energy   -20951.605 eV

***

[4]
A cluster of 2 separate species, C5H6N2OS in total at a distorted geometry. Source: the Open Molecules 2025 dataset; level of theory: the ωB97M-V functional and the def2-TZVPD basis.

XYZ file:
```
15
Properties=species:S:1:pos:R:3:forces:R:3:mulliken_charge:R:1
C -0.903 -1.834 0.602 -1.0 -0.9 0.2 -0.081
C -0.401 -2.716 -0.428 1.0 0.3 -0.4 -0.141
C 0.445 -0.721 -0.645 -1.6 -2.6 1.0 0.236
C 0.900 0.323 -1.325 0.7 -1.5 -1.2 0.150
C 1.005 2.110 0.152 1.1 -2.1 0.7 -0.608
N -0.425 -0.666 0.447 0.6 2.6 0.8 -0.350
N 0.459 -2.022 -1.156 -0.8 -1.3 -0.6 -0.527
O 1.123 1.522 -1.181 -0.6 1.5 0.1 -0.306
S 3.113 -0.946 0.570 -0.1 -0.1 0.4 -0.162
H -1.640 -2.031 1.387 0.3 -0.1 -0.3 0.389
H -0.680 -3.789 -0.561 0.6 1.1 -0.1 0.329
H 1.807 1.659 0.727 0.4 0.2 0.1 0.288
H 0.133 1.898 0.725 -1.2 -0.2 -0.4 0.336
H 1.168 3.074 -0.110 0.3 3.2 0.1 0.299
H 3.539 -0.315 -0.518 0.1 0.1 -0.3 0.148
```
Forces are in eV/Å.

Results
ΔE to the lowest compared entry with this formula, charge and spin   1.206 eV
Multiplicity   3
Kohn-Sham gap (spin up / spin down)   0.31598 / 0.26125 Ha
Net charge   0
Calculated total energy   -21139.365 eV